{
  "formula": "C3H10N2O2",
  "method": "the ωB97M-V functional and the def2-TZVPD basis",
  "symbols": ["C", "C", "C", "N", "N", "O", "O", "H", "H", "H", "H", "H", "H", "H", "H", "H", "H"],
  "coordinates": [[-0.310458, -0.944334, 0.075451], [0.504878, -0.220105, -0.916799], [-1.235702, 1.456739, 1.832707], [1.857631, -0.701939, -1.131214], [-0.156972, 0.038706, -2.169597], [-0.409918, 0.547075, 1.167043], [0.335878, -1.886256, 0.812314], [-0.241690, -2.150723, 1.542106], [-1.359729, -1.113629, -0.140824], [0.455325, 0.747874, -0.218206], [2.180154, -1.160784, -0.279765], [2.474810, 0.089963, -1.282055], [0.035587, -0.729928, -2.806846], [0.235611, 0.869863, -2.596621], [-1.204578, 1.262911, 2.917715], [-0.865455, 2.475927, 1.652637], [-2.295369, 1.418642, 1.541956]],
  "forces_ev_per_angstrom": [[-0.5, 0.5, 1.7], [0.7, 2.5, 0.4], [-0.7, -0.7, 0.5], [0.3, -0.7, 0.7], [-0.5, -0.1, -0.1], [0.8, -1.1, -0.4], [-0.6, 0.9, -0.4], [0.1, 0.0, -0.1], [0.0, 0.0, 0.0], [0.6, -1.2, -2.0], [0.1, 0.0, -0.2], [-0.1, -0.1, 0.0], [0.0, 0.1, 0.0], [-0.1, -0.1, 0.1], [-0.1, 0.2, -0.1], [-0.1, -0.2, 0.0], [0.1, 0.0, -0.2]],
  "homo_lumo_gap_ev": 9.0,
  "e_tot_ev": -10345.269,
  "e_above_lowest_kcal_mol": 97.3,
  "homo_energy_ha": -0.30894
}

---

{
  "formula": "C4H5NO",
  "method": "the ωB97M-V functional and the def2-TZVPD basis",
  "symbols": ["H", "N", "C", "O", "C", "C", "C", "H", "H", "H", "H"],
  "coordinates": [[-0.561008, 0.917899, 2.429381], [-0.361150, 0.793382, 1.459130], [-1.375627, 0.627531, 0.727767], [-1.103312, 0.461515, -0.576045], [0.481552, 0.501248, -0.784218], [0.950936, -0.877538, -0.782114], [1.269653, -2.037418, -0.806311], [-2.430391, 0.616778, 1.069369], [0.411194, 0.961580, -1.756875], [1.184790, 1.107794, -0.141393], [1.533360, -3.072775, -0.838686]],
  "forces_ev_per_angstrom": [[-0.4, 0.1, 0.7], [-0.3, 0.0, 0.9], [1.0, 0.1, 0.2], [1.6, 0.4, 0.4], [-1.0, 0.0, -0.4], [-0.2, -0.4, -0.3], [-0.1, 0.4, 0.0], [0.5, -0.1, -0.7], [0.5, -0.2, -0.5], [-1.7, -0.4, -0.4], [0.0, 0.2, 0.0]],
  "homo_lumo_gap_ev": 11.0,
  "e_tot_ev": -7763.200,
  "e_above_lowest_kcal_mol": 76.7,
  "homo_energy_ha": -0.36409,
  "smiles": "[H]/N=C/OCC#C"
}

---

{
  "formula": "C4H6N2",
  "method": "the ωB97M-V functional and the def2-TZVPD basis",
  "symbols": ["N", "C", "C", "C", "C", "N", "H", "H", "H", "H", "H", "H"],
  "coordinates": [[-1.610924, -0.851275, -1.668368], [-0.592617, -0.506637, -1.114128], [0.881816, -0.434881, -0.818593], [0.724253, 0.370608, 0.456570], [-0.733431, 0.608830, 0.543222], [-0.071019, -0.369064, 1.429316], [1.334087, -1.423980, -0.708054], [1.381491, 0.117543, -1.621246], [1.484547, 1.077669, 0.773670], [-1.718353, -0.145791, -0.592905], [-1.147106, 1.524940, 0.965425], [0.067257, 0.032038, 2.355091]],
  "forces_ev_per_angstrom": [[0.7, 0.1, 0.2], [-0.4, -0.3, -0.4], [0.0, 0.0, 0.0], [0.2, 0.1, -0.1], [-0.2, 0.3, 0.1], [0.0, -0.1, 0.2], [-0.1, 0.1, 0.0], [-0.1, 0.0, 0.1], [-0.1, -0.1, 0.0], [-0.2, 0.1, 0.2], [0.1, -0.1, 0.0], [0.0, -0.1, -0.1]],
  "homo_lumo_gap_ev": 9.0,
  "e_tot_ev": -7219.447,
  "e_above_lowest_kcal_mol": 141.7,
  "homo_energy_ha": -0.29546
}

---

{
  "formula": "C42H62FN3O12",
  "method": "the ωB97M-V functional and the def2-TZVPD basis",
  "symbols": ["C", "C", "N", "C", "O", "C", "C", "C", "C", "C", "C", "C", "C", "N", "C", "C", "C", "F", "C", "C", "C", "C", "C", "C", "N", "C", "C", "O", "H", "H", "H", "H", "H", "H", "H", "H", "H", "H", "H", "H", "H", "H", "H", "H", "H", "H", "H", "H", "H", "H", "C", "C", "O", "C", "C", "O", "H", "H", "H", "H", "H", "H", "H", "H", "C", "C", "O", "C", "C", "O", "H", "H", "H", "H", "H", "H", "H", "H", "C", "C", "O", "C", "C", "O", "H", "H", "H", "H", "H", "H", "H", "H", "C", "C", "O", "C", "C", "O", "H", "H", "H", "H", "H", "H", "H", "H", "C", "C", "O", "C", "C", "O", "H", "H", "H", "H", "H", "H", "H", "H"],
  "coordinates": [[3.472596, -0.529171, 1.788754], [3.302379, 0.571476, 1.337571], [3.236678, 1.914833, 0.875180], [2.181553, 1.949602, -0.109966], [2.040627, 1.277849, -1.082145], [1.252724, 3.042619, 0.424747], [0.121557, 3.645004, -0.153144], [-0.616221, 4.638756, 0.532793], [-1.844671, 5.180300, -0.217702], [-2.984596, 4.084809, -0.296598], [-4.311730, 4.569191, 0.339496], [-5.326126, 3.421986, 0.627990], [-4.762038, 2.290053, 1.524849], [-4.415561, 2.787609, 2.893077], [-0.232214, 5.069312, 1.846327], [-1.028510, 6.150594, 2.568410], [-0.964323, 7.540627, 1.823361], [-2.403265, 5.789849, 2.631114], [0.898272, 4.462745, 2.461301], [1.387344, 4.793860, 3.858202], [1.598536, 6.123912, 4.276541], [2.047834, 6.495607, 5.565158], [2.275381, 5.385072, 6.434265], [2.031323, 4.102655, 5.902016], [1.627249, 3.765921, 4.683263], [1.610624, 3.489636, 1.727544], [2.880343, 2.694196, 2.072832], [3.563375, 2.652867, 3.044493], [3.715769, -1.376483, 2.416997], [-0.215580, 3.319874, -1.146564], [-2.224263, 6.132455, 0.175288], [-1.527700, 5.361816, -1.266591], [-2.578302, 3.187525, 0.206207], [-3.151315, 3.783826, -1.351771], [-4.813184, 5.272725, -0.359579], [-4.093394, 5.123918, 1.271169], [-6.235094, 3.810172, 1.134136], [-5.685686, 2.996816, -0.334010], [-5.523356, 1.495776, 1.670203], [-3.878413, 1.821782, 1.053435], [-4.466482, 3.803880, 2.890898], [-3.444180, 2.526129, 3.050805], [-0.703335, 6.337478, 3.601760], [-1.972309, 7.812188, 1.455152], [-0.525463, 8.330171, 2.452516], [-0.364374, 7.375255, 0.905241], [1.403294, 6.927711, 3.547392], [2.187972, 7.533395, 5.877749], [2.618378, 5.536454, 7.465793], [2.200294, 3.259167, 6.595043], [1.630026, -4.671097, -1.686437], [3.070057, -4.729784, -1.225975], [3.297067, -3.887983, -0.087469], [3.073410, -4.264680, 1.177291], [2.290908, -5.527288, 1.441085], [3.434975, -3.558002, 2.082253], [0.947439, -5.037110, -0.915980], [1.488448, -5.267523, -2.583859], [1.343120, -3.641613, -1.902551], [3.402934, -5.750904, -1.025721], [3.717289, -4.345199, -2.014031], [1.238748, -5.272621, 1.563436], [2.660089, -5.975018, 2.362236], [2.394903, -6.283208, 0.666539], [-1.316604, -4.196498, 2.785823], [-2.127597, -4.507949, 1.544993], [-2.860895, -5.727451, 1.689271], [-4.071371, -5.812615, 2.273891], [-4.587807, -4.635812, 3.066865], [-4.688015, -6.840107, 2.214242], [-1.955416, -4.047321, 3.657218], [-0.717937, -3.296373, 2.638637], [-0.649792, -5.027699, 3.020872], [-2.789012, -3.686490, 1.262333], [-1.454380, -4.662744, 0.701033], [-4.319002, -4.768777, 4.114384], [-5.672025, -4.612769, 2.975623], [-4.224262, -3.672400, 2.716559], [-5.201502, 6.833402, 4.649520], [-3.765484, 6.842973, 5.129866], [-3.586180, 7.745558, 6.227221], [-3.818174, 7.421065, 7.513127], [-4.561904, 6.144455, 7.824961], [-3.492826, 8.179743, 8.384593], [-5.882978, 6.483465, 5.426116], [-5.310697, 6.186971, 3.777487], [-5.516969, 7.842974, 4.381304], [-3.403118, 5.844198, 5.382330], [-3.122820, 7.209014, 4.332814], [-5.624033, 6.367581, 7.921737], [-4.190134, 5.755727, 8.771064], [-4.420175, 5.358209, 7.086809], [1.309850, -8.862079, -5.743320], [0.194980, -7.848467, -5.894110], [0.418348, -6.696203, -5.075174], [1.172288, -5.645374, -5.447975], [2.058659, -5.770853, -6.661405], [1.179078, -4.652863, -4.768373], [2.268018, -8.456676, -6.071124], [1.096415, -9.757858, -6.327311], [1.424875, -9.144246, -4.695472], [0.031328, -7.560809, -6.934332], [-0.741115, -8.284670, -5.545360], [3.052254, -6.087424, -6.345700], [2.128514, -4.795017, -7.137529], [1.681418, -6.455614, -7.416672], [6.617556, -3.357393, -8.928126], [6.455235, -4.758984, -8.378180], [5.168251, -5.300731, -8.693048], [4.873144, -5.923034, -9.850712], [5.841032, -5.818913, -11.004200], [3.820916, -6.489790, -9.974517], [6.557587, -3.343552, -10.017230], [7.578346, -2.936594, -8.630096], [5.820488, -2.711388, -8.557448], [7.251270, -5.430752, -8.705807], [6.507643, -4.728370, -7.289881], [5.549603, -4.981006, -11.636824], [5.784210, -6.739877, -11.581263], [6.879135, -5.703513, -10.701280]],
  "forces_ev_per_angstrom": [[0.2, 0.6, 0.7], [1.4, 0.3, -0.5], [-1.3, -2.9, 0.7], [-0.9, 2.1, 1.0], [0.3, 0.0, 0.2], [-1.0, 1.5, 0.9], [0.2, -0.3, 0.2], [0.2, 0.2, 0.1], [0.1, -0.6, -0.7], [0.2, 0.3, 0.2], [-0.3, -0.3, -0.1], [0.1, -0.3, 0.0], [-0.4, 0.1, 0.3], [0.3, -0.2, -0.9], [0.3, -0.8, -0.3], [-0.3, 1.3, -0.5], [0.2, -1.0, -0.6], [0.6, -0.3, 0.1], [0.3, -0.2, -0.2], [0.1, 0.6, 0.3], [0.0, 1.1, -0.3], [-0.2, -2.4, 0.0], [-0.4, 1.1, -1.4], [0.6, -0.5, 1.6], [-0.4, 0.9, 0.0], [0.7, -1.2, -1.0], [-0.3, 1.2, -0.3], [-0.2, 0.2, -0.2], [-0.4, 0.1, -0.8], [0.2, 0.2, 0.4], [0.1, -0.5, 0.0], [0.0, 0.1, 0.6], [-0.4, 0.4, -0.1], [0.0, 0.2, 0.5], [0.4, -0.2, 0.4], [-0.1, -0.2, -0.5], [0.5, 0.0, -0.3], [0.3, 0.1, 0.5], [0.3, 0.4, -0.4], [-0.4, 0.2, 0.2], [0.2, -0.2, 0.1], [-0.2, 0.4, 0.3], [-0.2, -0.6, -0.4], [0.5, 0.0, 0.6], [-0.3, -0.3, -0.3], [-0.1, 0.5, 0.6], [0.2, -0.4, 0.3], [0.0, -0.4, -0.2], [-0.2, -0.3, -0.5], [-0.1, 0.3, -0.5], [-0.1, 0.0, 0.3], [-0.3, -0.2, -0.2], [0.5, 0.2, 0.0], [-0.3, -0.1, 0.1], [0.4, -0.5, 0.0], [0.1, -0.1, -0.1], [0.1, -0.1, 0.0], [0.0, 0.1, 0.0], [0.1, 0.0, -0.1], [-0.1, 0.0, 0.1], [0.0, 0.1, 0.2], [0.0, 0.0, 0.0], [-0.1, 0.2, 0.1], [-0.2, 0.1, -0.1], [-0.1, 0.0, 0.2], [0.1, 0.2, 0.2], [0.1, -0.3, -0.4], [-0.2, 0.1, 0.4], [-0.2, 0.4, -0.4], [0.2, 0.0, -0.1], [0.0, 0.1, 0.0], [0.0, 0.0, 0.0], [0.0, 0.0, -0.1], [0.0, 0.0, 0.1], [-0.1, -0.2, 0.0], [0.0, 0.0, 0.0], [0.0, -0.2, 0.1], [0.1, 0.0, 0.1], [-0.1, 0.0, 0.1], [-0.2, -0.1, -0.1], [0.4, 0.3, -0.1], [-0.3, -0.2, 0.2], [0.4, -0.4, 0.0], [0.1, 0.1, -0.2], [0.0, -0.1, 0.0], [0.0, 0.0, 0.0], [0.1, 0.0, -0.1], [-0.1, 0.0, 0.0], [0.0, 0.2, 0.2], [0.0, 0.0, 0.0], [-0.1, 0.2, 0.1], [-0.2, 0.1, -0.1], [0.2, 0.1, 0.1], [0.1, -0.2, -0.1], [-0.4, 0.1, 0.3], [0.4, 0.1, -0.3], [-0.4, 0.1, -0.4], [-0.2, -0.2, 0.0], [-0.1, 0.0, -0.1], [0.0, 0.0, 0.0], [-0.1, 0.0, 0.0], [0.1, 0.0, 0.0], [0.0, 0.2, 0.1], [0.0, 0.0, 0.0], [0.2, 0.0, 0.2], [0.2, -0.1, 0.1], [-0.1, 0.1, -0.2], [0.2, 0.2, -0.1], [-0.3, -0.2, 0.4], [0.1, 0.1, -0.4], [0.4, -0.4, 0.1], [0.0, 0.1, 0.3], [0.1, 0.0, 0.0], [0.0, 0.0, 0.0], [0.1, 0.0, 0.1], [-0.1, 0.0, -0.1], [-0.2, -0.1, 0.0], [0.0, 0.0, 0.0], [-0.2, 0.1, -0.1], [0.0, 0.2, 0.0]],
  "homo_lumo_gap_ev": 8.7,
  "e_tot_ev": -76314.642,
  "homo_energy_ha": -0.33827,
  "smiles": "C#CN1C(=O)c2cc(CCCCCN)c([C@@H](C)F)c(-c3ccccn3)c2C1=O.CCOC(C)=O.CCOC(C)=O.CCOC(C)=O.CCOC(C)=O.CCOC(C)=O"
}

---

{
  "formula": "C4H11N3O",
  "method": "the ωB97M-V functional and the def2-TZVPD basis",
  "symbols": ["C", "C", "N", "C", "N", "C", "N", "O", "H", "H", "H", "H", "H", "H", "H", "H", "H", "H", "H"],
  "coordinates": [[-2.279288, -0.488270, 0.211891], [-1.022516, 0.215825, 0.761963], [-1.401336, 1.389081, 1.548405], [-0.049872, 0.676188, -0.351540], [1.284968, 0.081096, -0.200032], [1.715931, -0.804364, -1.179131], [3.020857, -1.221031, -1.003751], [1.001497, -1.221652, -2.062134], [-2.627602, -1.192101, 0.955346], [-3.120554, 0.201759, 0.092408], [-2.042907, -0.825678, -0.783355], [-0.470741, -0.495740, 1.380623], [-2.181112, 1.262974, 2.182109], [-0.643884, 1.819000, 2.077270], [0.036530, 1.755672, -0.295335], [-0.352417, 0.396551, -1.353640], [2.027641, 0.649411, 0.174046], [3.579905, -0.762694, -0.305066], [3.524901, -1.436036, -1.850086]],
  "forces_ev_per_angstrom": [[0.2, 1.3, 0.5], [-0.2, 0.3, 0.0], [-0.2, 0.7, 0.2], [0.6, -0.3, 0.5], [0.1, -0.1, -0.5], [-0.1, 0.3, 0.6], [0.3, 0.0, -0.2], [0.0, -0.1, -0.3], [0.0, -0.8, -0.4], [0.2, 0.3, 0.0], [-0.2, -1.0, -0.1], [0.1, -0.2, -0.1], [0.1, -0.3, -0.1], [-0.1, -0.4, -0.2], [0.0, 0.2, -0.1], [-0.4, 0.0, 0.0], [-0.2, 0.1, 0.2], [0.0, 0.0, 0.0], [-0.2, -0.2, 0.0]],
  "homo_lumo_gap_ev": 9.9,
  "e_tot_ev": -10844.781,
  "e_above_lowest_kcal_mol": 9.9,
  "homo_energy_ha": -0.33620,
  "smiles": "C[C@H](N)CNC(N)=O"
}

---

{
  "formula": "C5H13N",
  "method": "the ωB97M-V functional and the def2-TZVPD basis",
  "symbols": ["C", "N", "C", "C", "C", "C", "H", "H", "H", "H", "H", "H", "H", "H", "H", "H", "H", "H", "H"],
  "coordinates": [[-2.681062, 0.535165, -0.319856], [-1.301080, 0.411399, -0.717185], [-0.515422, -0.112427, 0.468522], [0.889743, -0.553448, 0.036594], [1.544517, 0.405287, -0.962495], [1.737638, -0.644931, 1.302369], [-2.980434, -0.194830, 0.434551], [-3.258419, 0.591144, -1.237675], [-2.798389, 1.523233, 0.139022], [-0.756608, 0.046131, -1.474913], [-1.094344, -0.981118, 0.795374], [-0.513923, 0.763162, 1.120145], [0.888013, -1.518299, -0.483680], [2.403966, 0.011573, -1.515257], [1.532093, 1.428009, -0.595528], [0.968728, 0.347602, -1.899844], [1.427903, -1.420657, 2.010931], [1.746770, 0.286860, 1.871101], [2.760309, -0.923854, 1.027823]],
  "forces_ev_per_angstrom": [[0.5, 0.9, -1.5], [2.3, -0.4, 2.8], [-0.8, 0.8, -2.6], [0.6, 0.4, 0.6], [-1.2, -0.7, -1.4], [0.6, -0.7, 0.1], [-0.3, -0.4, -0.4], [-0.7, -0.5, 0.2], [-0.1, 0.0, 0.2], [-1.8, -0.3, -1.2], [0.3, 0.1, 0.9], [0.3, -0.6, 0.8], [-0.4, -0.1, 0.4], [1.0, 0.3, 1.4], [0.6, 0.1, -0.3], [-0.7, 0.7, 0.3], [-0.3, 0.0, -0.2], [0.1, 0.1, -0.2], [0.0, 0.3, 0.1]],
  "homo_lumo_gap_ev": 9.3,
  "e_tot_ev": -6884.447,
  "e_above_lowest_kcal_mol": 40.4,
  "homo_energy_ha": -0.30142,
  "smiles": "CNCC(C)C"
}

---

Computed maximum force, in the same sequence as the records: 2.6 1.8 0.7 3.3 1.4 3.7 eV/A.